1.
ORCA calculation (the ωB97M-V functional and the def2-TZVPD basis) on a structure of composition C9H15NO2 at a distorted geometry.

Structure (XYZ):
```
27
Properties=species:S:1:pos:R:3:lowdin_charge:R:1
C -1.6454 1.2802 -0.0472 -0.02
H 2.8653 -0.1332 -0.4213 0.08
C -0.8695 -0.0278 2.4541 -0.06
C -0.9879 -0.0859 0.1217 -0.32
N -1.1394 -0.7871 1.3148 -0.13
C 2.5711 0.9078 -0.5859 -0.06
H -2.1861 -2.2685 -0.6928 0.10
H -2.5266 1.2130 0.6124 0.10
C 0.7057 -0.2350 -1.8675 -0.02
C 1.1113 0.8579 -0.8929 -0.28
C 0.3547 -0.3191 -0.4257 -0.40
H 0.4829 1.7930 -0.9526 0.14
H 0.0774 0.3292 2.5559 0.07
H -0.0438 0.2695 -2.5433 0.13
H -0.9564 2.0372 0.3072 0.08
H 1.6241 -0.8260 -2.2145 0.15
H 1.7862 -0.9185 0.9345 0.11
H -1.8382 1.3519 -1.1096 0.08
H 2.7625 1.3527 0.3632 0.07
C 0.9584 -1.3782 0.4299 -0.09
O -2.6993 -0.8418 -2.0811 0.03
H -1.4584 0.8385 2.4925 0.08
H 1.2542 -2.3253 -0.0011 0.14
C -2.1195 -1.2449 -1.1213 -0.08
H -1.1244 -0.4856 3.3967 0.10
O -0.1690 -1.8109 1.2265 -0.08
H 3.2102 1.4568 -1.2528 0.08
```

Output
**Multiplicity**: 1
**Lowest unoccupied orbital energy**: 0.81 eV
**HOMO-LUMO gap**: 8.49 eV
**Charge**: 0

2.
ORCA calculation (the ωB97M-V functional and the def2-TZVPD basis) on a cluster of 2 separate species, C3H12N5 in total at a distorted geometry.

Structure (XYZ):
```
20
Properties=species:S:1:pos:R:3:lowdin_charge:R:1
C 1.0587 -2.6028 -1.3281 -0.11
H -0.0671 3.5822 1.6512 0.12
N -0.0344 1.6330 -0.8058 0.05
H -0.5470 2.5473 -0.9709 0.12
N -0.9101 0.5313 -0.9833 -0.02
H 1.5845 -1.0925 -0.0906 0.08
H -1.8316 -1.0981 0.1087 0.18
N -0.6007 0.3584 1.1405 0.05
H 0.7830 -2.3205 0.6757 0.08
H -0.4870 -0.1598 2.0536 0.19
C -1.1050 -0.2559 0.0833 -0.12
H 0.9348 -2.0107 -2.1506 0.04
N -0.5206 2.6699 1.5164 0.07
H 0.4508 -3.4965 -1.2602 0.09
H -1.5577 2.7326 1.5071 0.13
N 0.8207 -1.7503 -0.1608 -0.07
C 0.1754 1.6237 0.9531 -0.24
H 2.0839 -2.8368 -1.2928 0.07
H -1.4488 0.3332 -1.8121 0.16
H 1.2184 1.6123 1.1655 0.13
```

Output
**Multiplicity**: 1
**Lowest unoccupied orbital energy**: -2.77 eV
**HOMO-LUMO gap**: 9.97 eV
**Charge**: +1

3.
ORCA calculation (the ωB97M-V functional and the def2-TZVPD basis) on a structure of composition C20H41N2OP3Ru at a distorted geometry.

Structure (XYZ):
```
68
Properties=species:S:1:pos:R:3:lowdin_charge:R:1
H -0.9173 -2.8860 2.0170 0.06
H 3.8292 -1.4513 -1.4620 0.07
C -0.1051 -3.4861 -0.5321 -0.11
H 2.2625 -1.8021 -2.2232 0.03
C -1.4511 4.0428 -5.0246 0.04
H 0.7794 -2.2891 2.1347 0.04
H -2.0998 4.9141 -5.0475 0.15
H 3.0104 2.0899 -0.5883 0.05
H -2.8223 2.8271 -3.9063 0.14
H 2.5930 -1.2554 1.7344 0.04
H 2.6191 1.3992 -2.1860 0.03
H -2.5398 2.2161 -0.4929 0.04
H 0.5899 -1.6715 -3.6560 0.10
Ru -0.2388 -0.2412 -0.4900 0.69
H -0.6876 0.0879 3.9055 0.07
C -2.1220 -2.6680 -0.9349 -0.19
H 2.6827 -2.5327 -0.6522 0.05
H -2.9434 -1.4721 1.0637 0.03
C -0.4515 0.6569 2.9956 -0.23
C -0.2710 -2.0773 2.3819 -0.21
P -0.8064 -0.5075 1.6274 0.65
H 0.1360 5.0383 -6.0756 0.15
C 0.3105 1.8348 -4.9052 -0.18
H 0.3291 3.0378 1.9949 0.05
H 0.3437 4.2870 -1.2145 0.07
N -2.1043 -3.9525 -1.3677 0.12
C -1.8405 2.8784 -4.3753 -0.01
P -0.1319 2.0814 -0.2529 0.71
C -0.1751 4.1168 -5.5797 0.03
C -0.9665 1.7897 -4.2944 0.02
H -2.9880 -0.4259 2.5400 0.08
C 0.7407 3.0637 -5.4617 0.07
H -2.9801 -2.0036 -1.0696 0.14
H 0.6082 0.9440 2.9992 0.04
H 2.4893 0.5169 1.9423 0.02
C 0.3529 3.2519 -1.5940 -0.25
C -0.0166 -1.1262 -2.9079 -0.14
H 1.7980 2.2627 1.3190 0.02
C 0.9127 2.8713 1.0757 -0.22
H 4.0517 0.8536 -1.3111 0.07
H -2.9650 0.3129 0.8924 0.03
C -2.6177 -0.5255 1.5130 -0.23
O 1.0784 0.7101 -5.2186 0.15
H 1.2725 3.8547 0.7245 0.07
C -0.8385 -4.4804 -1.1127 -0.01
P 2.0306 -0.1901 -0.3811 0.68
H 0.9171 -3.4763 -0.1927 0.10
C 3.0048 1.1684 -1.1842 -0.24
H 1.7778 3.1263 -5.8229 0.15
H -1.3097 0.9244 -3.7292 0.06
H -2.0457 2.6556 1.1741 0.04
H 1.3561 3.0466 -1.9808 0.03
H 1.9989 0.9913 -5.3062 0.14
C 2.8192 -0.2864 1.2757 -0.22
H -2.8894 -4.3936 -1.8428 0.18
C 2.7609 -1.6249 -1.2635 -0.22
N -0.9028 -2.3481 -0.4709 -0.16
C -1.3284 -0.9899 -3.1600 -0.09
H -1.8481 3.8314 -0.1573 0.07
H -1.6753 -1.1456 -4.1942 0.11
H -2.0648 -0.6641 -2.4234 0.04
H 3.9120 -0.2083 1.1818 0.08
H -0.5658 -5.4983 -1.2928 0.13
H -0.3484 3.1881 -2.4303 0.01
H -0.3800 -1.9510 3.4666 0.07
C -1.8065 2.7651 0.1097 -0.25
H 0.5319 -0.7019 -2.0419 -0.09
H -1.0897 1.5456 2.9077 0.05
```

Output
**Multiplicity**: 6
**Lowest unoccupied orbital energy (alpha / beta)**: -8.47 / -12.50 eV
**HOMO-LUMO gap (alpha / beta)**: 6.24 / 5.12 eV
**Charge**: +3

DFT total energy readings, ordered: -556.9672 -394.9690 -2089.2002 Eh
Energy above the lowest of the compared OMol25 structures with the same formula, charge and spin readings, ordered: 133.1 86.5 34.6 kcal/mol